Below is a 2-piece molecular cluster, C35H28N2O3 overall at a distorted geometry, with properties calculated with ωB97M-V/def2-TZVPD.

Each atom is followed by the atoms it is bonded to, with distances in Å.
Geometry (Å):
1 O 3.24630 1.47055 4.83635  C22 1.249
2 O 3.24785 3.22235 3.34263  C22 1.245
3 O -0.90185 4.49683 3.42462  C29 1.255
4 N -3.58926 4.19532 2.52006  C18 1.382, C23 1.409, C31 1.373
5 N 1.63931 0.41428 2.93445  C11 1.394, C17 1.449, C25 1.351
6 C 0.80343 -1.87198 3.52388  C11 1.388, C33 1.397, H46 1.084
7 C -6.99898 1.91296 1.53852  C9 1.410, C21 1.383, H50 1.091
8 C -1.80459 1.28603 3.77327  C24 1.384, C30 1.434, H49 1.090
9 C -5.82257 1.81161 0.76699  C7 1.410, C35 1.398, H44 1.090
10 C -4.69817 -1.08154 3.48293  C13 1.401, C38 1.392, H55 1.093
11 C 1.77474 -0.95854 3.13670  N5 1.394, C6 1.388, C14 1.408
12 C -0.01245 3.74980 0.00408  C28 1.401, C36 1.398, H41 1.089
13 C -5.45254 -0.71822 4.60593  C10 1.401, C40 1.404, H53 1.092
14 C 3.10923 -1.35462 2.92640  C11 1.408, C26 1.490, C37 1.394
15 C 2.25273 5.20283 0.75270  C27 1.393, C39 1.401, H42 1.092
16 C 2.48906 -3.62819 3.39379  C33 1.408, C37 1.398, H61 1.092
17 C 2.91085 1.01960 2.59406  N5 1.449, C22 1.549, C26 1.553, H54 1.095
18 C -2.46395 4.15018 1.71960  N4 1.382, C29 1.408, H56 1.085
19 C -4.73675 5.03685 4.45561  C31 1.382, C32 1.382, H68 1.087
20 C -3.92811 1.10482 5.04530  C30 1.417, C40 1.387, H66 1.088
21 C -7.04307 2.76434 2.62734  C7 1.383, C34 1.423, H63 1.096
22 C 3.17794 2.04065 3.72762  O1 1.249, O2 1.245, C17 1.549
23 C -4.74281 3.47244 2.15557  N4 1.409, C34 1.426, C35 1.393
24 C -0.77730 0.72084 3.03877  C8 1.384, C25 1.401, H60 1.096
25 C 0.54328 1.18496 3.10583  N5 1.351, C24 1.401, H57 1.093
26 C 3.91729 -0.16159 2.54692  C14 1.490, C17 1.553, H62 1.098, H67 1.097
27 C 1.14131 5.15904 1.59090  C15 1.393, C28 1.403, H47 1.089
28 C -0.00993 4.44835 1.21824  C12 1.401, C27 1.403, C29 1.517
29 C -1.16366 4.39138 2.20218  O3 1.255, C18 1.408, C28 1.517
30 C -3.09001 0.68611 3.98175  C8 1.434, C20 1.417, C38 1.416
31 C -3.60255 4.94119 3.67242  N4 1.373, C19 1.382, H64 1.082
32 C -5.89322 4.36127 4.11575  C19 1.382, C34 1.403, H51 1.087
33 C 1.15709 -3.22139 3.60114  C6 1.397, C16 1.408, H45 1.089
34 C -5.91570 3.56520 2.96100  C21 1.423, C23 1.426, C32 1.403
35 C -4.69125 2.56234 1.10194  C9 1.398, C23 1.393, H48 1.088
36 C 1.08723 3.81113 -0.85723  C12 1.398, C39 1.400, H58 1.092
37 C 3.47376 -2.69426 3.05679  C14 1.394, C16 1.398, H65 1.092
38 C -3.55390 -0.36186 3.15060  C10 1.392, C30 1.416, H52 1.087
39 C 2.21996 4.54544 -0.48449  C15 1.401, C36 1.400, H43 1.088
40 C -5.07932 0.40103 5.36619  C13 1.404, C20 1.387, H59 1.093
41 H -0.88522 3.15026 -0.24898  C12 1.089
42 H 3.14972 5.73946 1.06763  C15 1.092
43 H 3.07911 4.59111 -1.15117  C39 1.088
44 H -5.78915 1.14545 -0.09528  C9 1.090
45 H 0.39297 -3.96351 3.82775  C33 1.089
46 H -0.19687 -1.52263 3.75513  C6 1.084
47 H 1.17147 5.66131 2.55709  C27 1.089
48 H -3.76523 2.40868 0.55242  C35 1.088
49 H -1.57675 2.19189 4.33541  C8 1.090
50 H -7.87425 1.31499 1.27852  C7 1.091
51 H -6.77264 4.42524 4.75219  C32 1.087
52 H -3.00342 -0.59448 2.24260  C38 1.087
53 H -6.33469 -1.29994 4.88180  C13 1.092
54 H 2.85620 1.54236 1.63389  C17 1.095
55 H -5.00806 -1.92924 2.86688  C10 1.093
56 H -2.60750 3.96311 0.66095  C18 1.085
57 H 0.73160 2.24657 3.28812  C25 1.093
58 H 1.05801 3.27747 -1.80920  C36 1.092
59 H -5.69871 0.71184 6.21126  C40 1.093
60 H -0.97142 -0.15032 2.40184  C24 1.096
61 H 2.75053 -4.68358 3.49768  C16 1.092
62 H 4.30941 -0.24569 1.52490  C26 1.098
63 H -7.93413 2.82197 3.26216  C21 1.096
64 H -2.66720 5.40706 3.95194  C31 1.082
65 H 4.50891 -2.99783 2.89028  C37 1.092
66 H -3.64492 1.98466 5.62018  C20 1.088
67 H 4.78102 0.01121 3.20130  C26 1.097
68 H -4.67677 5.66276 5.34200  C19 1.087

Lowest unoccupied orbital energy ... -1.6085 eV
Net charge ... 0
ΔE to the lowest compared entry with this formula, charge and spin ... 0.0 kcal per mole
E_HOMO ... -7.3626 eV
2S+1 ... 1
Kohn-Sham gap ... 5.754 eV